{
  "formula": "C64H128O24",
  "method": "ωB97M-V/def2-TZVPD",
  "homo_lumo_gap_ev": 9.81,
  "energy_ev": -117581.4932,
  "homo_ev": -9.32,
  "species": ["H", "H", "O", "C", "H", "C", "H", "C", "C", "H", "H", "H", "H", "O", "C", "H", "H", "C", "H", "C", "C", "C", "H", "O", "H", "C", "H", "O", "H", "H", "O", "H", "H", "C", "C", "H", "H", "H", "H", "H", "H", "C", "H", "H", "H", "H", "H", "O", "H", "H", "H", "O", "H", "H", "H", "H", "H", "H", "H", "O", "O", "C", "O", "H", "C", "H", "H", "C", "C", "H", "H", "C", "H", "H", "C", "H", "C", "H", "H", "C", "O", "H", "H", "C", "H", "H", "H", "C", "O", "O", "H", "C", "C", "H", "O", "H", "H", "H", "H", "H", "H", "C", "C", "C", "H", "C", "H", "O", "H", "H", "H", "H", "H", "H", "C", "C", "H", "C", "H", "O", "C", "C", "H", "C", "H", "H", "C", "C", "C", "H", "C", "H", "C", "H", "H", "H", "C", "H", "C", "C", "H", "C", "O", "C", "H", "H", "H", "H", "C", "H", "O", "C", "C", "C", "C", "H", "C", "H", "H", "H", "H", "H", "H", "H", "H", "H", "C", "O", "H", "H", "C", "C", "H", "H", "O", "C", "H", "O", "C", "O", "C", "H", "H", "H", "H", "H", "H", "H", "H", "C", "H", "O", "C", "H", "H", "H", "H", "O", "H", "H", "H", "H", "H", "C", "C", "H", "H", "C", "C", "C", "H", "H", "H", "H", "H", "H"],
  "xyz": [[-26.2496, 0.3749, -0.3430], [-26.1400, 1.6792, -2.3723], [-31.1583, -1.7283, 1.8026], [-28.4295, -7.4336, -4.4127], [-26.5255, -4.1164, -4.5084], [-29.4457, -5.2861, 4.4494], [-30.5068, -4.2637, 0.7167], [-30.1660, 0.5851, 2.3999], [-21.8185, -3.0725, -0.8330], [-25.4257, -9.7335, -4.6416], [-29.8050, -0.0693, 3.1742], [-28.7117, -7.4277, -3.3587], [-21.1815, 1.3156, -3.7771], [-31.8250, -3.4681, -3.5017], [-26.5040, -3.4023, -3.6704], [-25.9382, 0.0209, 2.1289], [-34.4563, -2.4438, -2.1728], [-27.5773, -5.8428, -7.9148], [-27.6272, -3.1931, -0.4697], [-27.8063, -6.9258, 0.5203], [-23.9117, -2.0289, -6.1506], [-27.2521, -7.0732, 1.8875], [-28.6658, -12.1856, -0.2021], [-26.5113, -7.2967, -2.7354], [-23.4491, -10.0874, -0.1286], [-27.8196, -3.6157, 4.6539], [-29.6962, 0.2390, 1.4627], [-26.5129, -1.7776, 1.3779], [-26.5559, -7.9049, 1.8700], [-25.0402, -9.5595, -2.8695], [-28.6704, -5.7583, 0.4472], [-27.6413, -5.2283, -7.0157], [-27.6300, -9.9005, -1.9957], [-24.5821, 0.1198, -2.7257], [-25.1702, -9.0087, -3.8257], [-23.4380, -6.6873, -2.9549], [-30.1873, 0.0160, -0.5060], [-24.2945, -3.8253, 1.9246], [-21.3543, -4.0774, -0.8394], [-26.9665, -6.8061, -0.1601], [-33.4800, -1.0641, -2.6059], [-29.7976, 2.0220, 2.6459], [-33.8446, -0.3408, 2.8029], [-24.1690, -2.9465, -6.7212], [-27.3320, -1.9243, -6.8531], [-30.3609, 2.6880, 1.9655], [-29.6114, -6.1978, 3.7869], [-28.9555, -10.1621, 0.4874], [-23.4945, -5.9808, -4.5017], [-30.9146, -10.4977, -0.0281], [-24.5999, -7.4213, -0.8422], [-21.3246, -0.9135, -4.9837], [-31.6195, 0.4274, -3.1690], [-32.0508, -4.9074, -5.0331], [-26.9085, -4.7669, 6.2187], [-28.2888, -4.4750, 2.7379], [-20.8882, 2.0270, -5.4586], [-29.5198, -3.3749, 3.1916], [-23.8082, -7.7262, -6.2128], [-29.6201, -6.4615, -1.4192], [-23.0240, -4.0494, -2.7286], [-24.9993, -3.5648, 1.1442], [-25.2638, -5.5898, -6.5173], [-21.9777, -6.7976, -3.9968], [-30.1293, -9.7178, -0.2278], [-21.4582, -7.9870, 0.8558], [-25.8980, -4.0959, 1.2922], [-26.6711, -4.1656, -2.2907], [-23.0728, -9.0204, -0.1766], [-26.6968, -5.4487, 4.5794], [-24.0187, -0.2288, -3.5999], [-20.8988, -4.3669, -6.7067], [-26.1075, -0.9513, -8.5955], [-23.1579, -2.0297, -2.2429], [-26.9015, 1.0141, -8.2562], [-30.6734, -0.9646, -2.5797], [-28.8475, -4.1536, 3.6398], [-21.9005, -5.7390, -7.9510], [-21.6014, -2.5699, -2.9227], [-33.4024, -0.8665, 1.9532], [-20.9251, -4.8891, -3.0122], [-24.7656, -1.4999, -5.7828], [-21.8843, -9.5963, 1.5914], [-25.2045, -2.0979, 1.1716], [-25.1784, -8.8985, -0.0252], [-24.2383, 2.2218, -0.6277], [-30.3967, -5.0031, 4.8846], [-27.3666, -4.9026, 5.2753], [-31.5397, 0.4614, 2.1603], [-27.2742, -8.2640, -4.6716], [-28.4280, -11.3844, -2.5002], [-22.8156, -6.1701, -3.7079], [-22.0598, -4.7523, -7.6040], [-30.4374, -8.7181, 0.0793], [-28.0578, -2.2525, -2.2891], [-28.6043, -2.9258, -4.2264], [-29.8807, -8.8968, -2.2832], [-23.0741, -4.5692, -7.2052], [-28.4907, 2.3761, -1.5469], [-24.6096, -3.8367, 0.1532], [-19.0136, -4.7910, -7.9391], [-30.8116, -3.3351, -5.7917], [-25.2325, 1.5068, -2.9646], [-27.7343, -2.4987, -3.6864], [-30.3029, -2.5497, -5.2911], [-27.7323, -0.9923, -7.2007], [-29.1589, 1.1106, -3.9522], [-22.7051, 0.1549, -6.4540], [-32.7488, -2.4107, -1.6022], [-30.5196, -4.8475, -4.2184], [-28.7311, 2.2260, 2.4882], [-27.6972, -0.4234, 2.2186], [-20.5333, -4.9347, -9.6925], [-28.6087, 0.2358, -2.5880], [-22.3984, -2.8413, -2.2602], [-23.1227, -1.1406, -7.1046], [-23.7264, -0.1574, -0.7020], [-27.1119, -3.0053, -1.4007], [-27.7133, -4.2589, -9.4107], [-24.2829, -1.2997, 1.0357], [-27.1070, -0.4963, -8.5223], [-33.0091, -2.7759, -3.6600], [-23.3472, -2.3299, -5.2671], [-29.4500, 2.1216, -2.0831], [-26.9763, -3.0749, 4.1298], [-26.6079, -6.1851, 2.1828], [-27.1678, 0.2956, 0.2271], [-20.6097, -4.0518, -9.0641], [-23.3311, -8.1211, 2.0542], [-29.3581, -7.5812, -6.3717], [-21.8126, 0.1118, -5.4130], [-33.8471, -1.8621, 1.9278], [-29.5778, -7.8538, -5.3124], [-28.4260, -7.7776, 0.1380], [-21.0107, -2.4327, -0.4680], [-29.6553, 2.9409, -2.7608], [-23.5325, 0.3901, -1.6235], [-27.5874, -1.5151, -4.1702], [-21.5651, 1.4641, -4.8003], [-31.9142, -0.8075, 1.9094], [-20.2724, -3.2093, -9.6708], [-29.7936, -9.8374, -1.6996], [-26.6711, -6.9604, -7.5840], [-24.3771, -8.1474, -0.0575], [-19.3464, -3.0544, -7.7453], [-30.0751, -3.9148, -6.3899], [-22.6254, -3.0976, -0.0615], [-28.4897, -6.3477, -8.1805], [-19.8053, -4.0257, -7.8150], [-24.2755, -8.4550, -4.0461], [-21.9569, -3.8616, -8.6949], [-31.3360, -4.2068, -4.6532], [-26.8095, -0.3529, 1.5996], [-29.4312, 0.8544, -2.9081], [-30.7603, 0.1472, -2.5461], [-25.1097, -8.7732, -6.8993], [-26.9864, -4.9699, -9.0345], [-33.8712, -0.2834, 1.1456], [-28.2047, -6.4034, -4.6077], [-29.9904, 2.3777, 3.6495], [-29.7453, -8.9220, -5.3576], [-22.5155, 0.0494, -2.0313], [-30.5555, -10.4934, -2.1365], [-27.9013, -7.3509, 2.6743], [-26.2938, -2.3175, -1.1924], [-31.6161, -2.9582, -6.3904], [-22.1570, -4.9862, -3.1103], [-27.5956, 0.0655, -6.2379], [-20.5727, -5.1852, -6.0420], [-26.1354, -4.4592, -8.5901], [-30.4356, -4.4474, -0.3560], [-29.5556, -5.6808, -0.5049], [-28.2712, -2.9750, 5.4702], [-27.6901, -0.7725, -9.4113], [-24.2081, 2.4324, -2.6726], [-28.2954, -11.1258, -0.3119], [-27.6423, 1.2245, 0.3709], [-28.5689, -5.5650, 5.5482], [-24.5755, -7.8538, -6.9500], [-24.2148, -7.4031, 1.1497], [-26.6659, 1.0281, -6.7658], [-23.7038, -0.7811, -7.9516], [-27.8930, -0.3413, -0.3170], [-25.6486, 0.6556, -6.5511], [-23.0092, -7.4097, 2.8338], [-31.4265, -4.5646, -0.8083], [-27.8681, 1.4929, -8.4866], [-22.3935, -8.9106, -1.0256], [-22.2004, -1.5935, -7.4185], [-22.2500, -8.6784, 1.1418], [-29.9697, -3.6287, -0.9794], [-30.4972, 2.0038, -1.1835], [-26.3733, -8.0868, -3.6427], [-24.0359, -7.8669, -7.9105], [-30.5227, -7.3577, -5.1021], [-23.8522, -8.9376, 2.5259], [-26.8047, 2.0071, -6.2171], [-33.6632, -2.6318, -4.6450], [-28.7748, -1.1815, -7.3766], [-22.5192, 2.0015, -4.7687], [-25.5493, -2.8426, -3.7335], [-26.5864, -5.6424, -9.8124], [-25.2932, -0.6657, -2.4269], [-30.8791, 0.6239, -1.1243], [-28.4391, -10.5720, -1.7378], [-25.7533, -4.6402, -1.9145], [-21.0806, -3.5018, -6.1442], [-25.5352, -6.6939, -6.9895], [-23.6169, 1.9236, -1.4960], [-33.4371, -2.1558, -2.3930], [-27.4125, -4.9822, -2.3405], [-26.0603, 1.4215, -8.8533], [-22.6133, 2.3746, -1.3610], [-27.2393, -11.1852, -0.0284], [-31.9176, 0.6267, -0.8332], [-25.4955, 1.5726, -3.9977]],
  "forces_ev_per_angstrom": [[-0.010, 0.211, -0.296], [0.169, -0.053, 0.224], [0.356, -0.380, -0.296], [-1.365, -0.163, -0.225], [0.164, 0.227, 0.174], [-0.945, -1.239, -0.978], [-0.030, 0.696, -0.269], [1.626, 0.464, -1.525], [-0.656, -1.240, 0.326], [0.523, 0.614, 0.757], [-0.196, -0.388, 0.527], [0.166, -0.463, -0.065], [0.040, 0.216, -0.638], [-1.079, 0.198, -1.202], [-0.150, -1.125, 0.274], [-0.176, 0.630, -0.123], [-0.143, -0.251, 0.116], [1.301, 0.265, 0.242], [-0.242, -0.347, 0.069], [-0.960, -0.583, -1.101], [0.683, -0.432, -0.783], [1.836, 0.647, 0.385], [-0.285, 1.020, -0.056], [0.123, -0.709, -0.749], [0.817, 1.001, -0.195], [0.645, 1.586, -0.472], [0.240, 0.169, 0.455], [1.144, 0.362, 0.106], [0.293, -0.127, -0.249], [0.069, 0.320, -0.588], [1.064, 0.135, 1.521], [-0.464, -0.165, 0.061], [0.231, 0.248, 0.205], [-0.098, -0.209, 0.463], [-1.480, -1.110, 0.134], [0.395, 0.198, -0.033], [-0.568, 0.360, 0.088], [0.289, -0.135, -0.047], [-0.258, 0.449, 0.035], [-0.129, 0.220, -0.372], [0.197, -0.616, 0.455], [-0.128, 1.044, -0.347], [0.596, -0.138, 0.339], [-0.292, 0.562, 0.500], [0.689, -0.448, 0.393], [0.309, -0.383, 0.157], [0.232, 0.856, 0.948], [-0.137, 0.220, 0.296], [-0.420, 0.613, -0.946], [0.261, 1.033, 0.195], [0.189, -0.191, -0.066], [-0.219, 0.397, -0.524], [0.248, 0.227, 0.153], [-0.926, -0.242, 0.051], [0.883, 0.093, 0.903], [-0.204, -0.335, 0.587], [-0.020, -0.109, 0.416], [0.115, -0.721, 0.928], [0.054, 0.049, 0.597], [-0.207, -0.662, -0.641], [0.102, 0.359, 0.028], [0.610, 0.032, -0.655], [-0.303, -1.103, -0.458], [-0.256, -0.373, -0.249], [-0.163, -1.586, 0.373], [-0.011, 0.037, 0.461], [-1.119, -0.584, 0.238], [0.382, 0.516, -0.100], [-0.191, -0.828, 1.090], [-0.269, -0.045, 0.303], [-0.540, 0.146, -0.148], [1.602, -1.305, -1.043], [-0.232, -0.005, -0.290], [0.320, -0.917, -0.205], [-0.570, -0.224, -0.788], [0.094, 0.737, -0.107], [0.635, 1.330, -0.783], [-0.229, -1.458, -0.364], [0.315, 0.144, -0.543], [-1.720, 0.210, -0.531], [-2.433, -0.079, -0.193], [-0.907, 0.161, 0.002], [0.560, 0.011, -0.135], [0.237, 1.163, 0.028], [-0.397, 0.500, 0.314], [0.194, -0.211, -0.193], [-0.305, -0.030, 0.019], [0.240, 0.104, -0.440], [-0.624, -0.306, 0.421], [0.227, 0.860, 1.835], [-0.042, 0.527, 0.472], [0.288, -1.140, 1.161], [-1.151, 1.785, 1.044], [0.161, -0.202, 0.254], [0.375, -0.609, 0.498], [0.400, -0.230, 0.627], [0.514, -0.445, 0.619], [0.604, -0.675, 0.130], [-0.657, -0.465, -0.500], [0.132, -0.032, 0.379], [-0.228, 0.417, 0.620], [0.253, -1.213, 0.612], [0.300, -1.131, -0.234], [-0.018, 0.678, 0.448], [0.609, 1.093, -0.014], [-0.402, 0.912, -0.689], [-0.763, -0.426, 0.293], [0.207, -0.514, 0.489], [0.002, 0.221, 0.447], [-0.607, 0.799, -0.303], [-0.159, -0.335, -0.156], [0.089, 0.281, 0.284], [0.167, -0.502, 0.133], [0.235, -0.553, 0.256], [0.164, 0.862, 1.818], [0.674, 1.227, 1.551], [0.058, 0.286, -0.022], [-0.954, 0.670, -2.052], [-0.065, -0.004, -0.148], [-1.585, -0.660, 0.360], [1.086, -0.251, 0.672], [0.706, -0.378, 0.749], [0.261, 0.013, -0.226], [1.178, 0.817, -0.389], [-0.908, -0.320, 0.681], [-0.936, -0.942, -0.318], [0.631, -1.893, 0.899], [-0.096, 1.505, -1.770], [-0.022, 1.242, -1.084], [0.032, -0.117, 0.629], [-0.656, -0.861, -0.224], [0.503, -0.045, -0.089], [0.447, 0.183, -1.543], [0.803, 0.531, 0.637], [-0.352, 0.447, -0.505], [-0.114, 0.574, 0.069], [1.030, -0.129, -0.990], [0.271, -0.329, 0.194], [-0.420, -0.026, -0.219], [-0.992, 0.514, 0.928], [-0.404, -0.014, -0.381], [-0.571, -0.148, -1.252], [-0.923, -0.090, -1.034], [1.295, -0.342, 0.219], [0.154, 0.271, 0.635], [-0.533, 0.364, 0.236], [0.664, 0.237, -0.652], [-0.348, 0.020, 0.004], [0.183, -1.645, 0.816], [0.271, 0.213, -0.085], [0.007, -0.048, -0.506], [1.357, -0.632, 0.428], [-0.475, -1.088, -1.300], [0.762, -0.268, -0.823], [0.767, -0.858, -0.808], [-0.290, -0.764, 0.306], [0.498, -1.267, 0.577], [0.474, -0.253, -0.219], [0.521, 0.672, -0.285], [-0.301, -0.173, 0.368], [-0.020, -0.314, 0.424], [-1.245, 0.656, 0.780], [0.136, 0.070, -0.117], [-1.216, 0.184, 0.690], [0.304, -0.067, 0.016], [-0.291, 0.231, -0.391], [2.150, 0.446, -0.146], [0.067, -0.040, -0.214], [-0.147, 0.399, -0.198], [0.009, 0.303, -0.194], [0.475, 0.072, -0.612], [-1.033, 0.893, -1.017], [0.393, -0.498, -1.051], [0.164, 0.296, 0.304], [-0.047, -0.109, -0.056], [0.348, -0.199, -0.518], [-0.336, 1.394, 0.172], [-0.543, -0.675, -0.720], [0.041, 0.643, -1.314], [-0.026, -0.265, 0.498], [0.236, 0.091, 0.912], [0.023, -0.194, 0.018], [0.490, 0.092, 0.302], [-0.040, 0.303, -0.030], [-0.067, -0.260, -0.460], [0.247, -0.422, 0.179], [0.553, 0.313, -0.003], [-0.525, 0.163, -0.159], [0.201, -0.424, -0.358], [-1.124, -0.572, -0.868], [-0.208, -0.536, 1.048], [-0.834, -0.391, 1.352], [0.553, -0.123, -0.579], [-0.252, 0.074, 0.094], [0.073, 0.070, 0.467], [-0.432, -0.418, 0.269], [-0.030, -1.070, -0.759], [0.307, -0.657, -1.388], [-0.803, 0.089, 0.219], [0.229, 0.026, 0.109], [-0.510, -0.256, 0.256], [-0.400, 0.467, -0.015], [0.052, 0.305, -0.235], [-0.107, 0.412, -0.507], [-0.352, -0.811, -0.695], [-0.038, 0.250, -0.324], [-0.443, 1.196, 0.947], [1.119, 1.681, 1.259], [0.977, 0.226, 1.112], [0.123, 1.102, 0.257], [0.064, 0.552, -0.114], [-0.654, -0.026, 0.362], [-0.605, -0.048, -0.165], [-0.153, 0.247, 0.231], [-0.163, -0.272, 0.777], [-0.256, 0.432, -0.752]],
  "lowdin_charge": [0.059, 0.108, 0.108, -0.224, 0.096, -0.200, 0.073, -0.266, -0.037, 0.099, 0.120, 0.081, 0.092, -0.033, -0.122, 0.120, 0.093, -0.172, 0.102, -0.171, -0.053, -0.057, 0.129, 0.083, 0.112, -0.172, 0.088, -0.050, 0.068, 0.092, -0.001, 0.103, 0.081, -0.144, 0.030, 0.081, 0.112, 0.107, 0.072, 0.105, 0.101, -0.049, 0.090, 0.075, 0.096, 0.093, 0.124, -0.157, 0.060, 0.129, 0.095, 0.076, 0.116, 0.108, 0.109, 0.088, 0.095, 0.111, 0.065, 0.076, -0.010, 0.027, 0.047, 0.096, -0.186, 0.108, 0.055, -0.123, -0.133, 0.120, 0.091, -0.106, 0.094, 0.096, -0.161, 0.110, -0.171, 0.105, 0.098, 0.019, 0.066, 0.053, 0.102, -0.516, 0.103, 0.122, 0.112, -0.250, -0.003, -0.009, 0.120, 0.025, -0.219, 0.111, -0.182, 0.096, 0.094, 0.098, 0.117, 0.085, 0.117, -0.061, -0.185, -0.179, 0.046, -0.200, 0.117, -0.043, 0.072, 0.122, 0.076, 0.095, 0.117, 0.074, -0.183, -0.137, 0.073, -0.155, 0.076, 0.064, -0.153, -0.544, 0.067, -0.244, 0.119, 0.090, -0.024, -0.258, -0.183, 0.067, -0.526, 0.089, -0.045, 0.116, 0.083, 0.112, -0.157, 0.103, 0.023, -0.551, 0.122, -0.162, -0.005, -0.208, 0.101, 0.083, 0.052, 0.109, -0.133, 0.046, -0.135, -0.208, -0.132, -0.152, -0.144, 0.075, -0.046, 0.091, 0.106, 0.070, 0.075, 0.119, 0.106, 0.061, 0.091, 0.070, -0.528, -0.164, 0.113, 0.063, 0.043, -0.570, 0.133, 0.113, -0.134, -0.210, 0.049, -0.125, 0.033, -0.180, -0.210, 0.111, 0.080, 0.103, 0.128, 0.080, 0.119, 0.094, 0.097, -0.149, 0.099, -0.119, -0.493, 0.103, 0.071, 0.110, 0.139, 0.124, 0.103, 0.082, 0.096, 0.091, 0.094, -0.198, -0.145, 0.099, 0.071, -0.541, -0.207, 0.012, 0.095, 0.122, 0.125, 0.111, 0.119, 0.096]
}